{
  "formula": "C42H41NO3P2PdS",
  "method": "ωB97M-V/def2-TZVPD",
  "de_lowest_ev": 0.197,
  "total_energy_ha": -3114.0414,
  "homo_ev": [-5.74, -7.16],
  "multiplicity": 3,
  "largest_force_ev_per_a": 6.144,
  "homo_lumo_gap_ev": [5.16, 6.59],
  "symbols": ["Pd", "C", "C", "C", "C", "C", "C", "C", "C", "C", "H", "H", "H", "H", "H", "H", "H", "H", "H", "H", "H", "H", "H", "H", "H", "P", "P", "C", "C", "C", "C", "C", "C", "C", "C", "C", "C", "C", "C", "C", "C", "C", "C", "C", "C", "C", "C", "C", "C", "C", "C", "C", "C", "H", "H", "H", "H", "H", "H", "H", "H", "H", "H", "H", "H", "H", "H", "H", "H", "H", "H", "H", "H", "H", "H", "O", "S", "O", "N", "C", "O", "C", "C", "C", "C", "C", "C", "H", "H", "H", "H"],
  "positions_angstrom": [[-0.1357, -2.3873, -5.6482], [0.2013, -0.5231, -5.8906], [-0.9726, -0.1706, -5.1952], [-2.2633, -0.7662, -4.8623], [-2.8623, -1.5932, -6.0377], [-1.8833, -2.6794, -6.4331], [-0.8905, -2.4865, -7.4399], [-0.6927, -1.1548, -8.1663], [0.2397, -0.1933, -7.3918], [-0.7858, -1.4444, 0.9920], [1.1335, -0.2391, -5.3613], [-0.9650, 0.9206, -4.9418], [-2.9538, 0.0281, -4.5441], [-2.1410, -1.4349, -3.9839], [-3.7982, -2.0648, -5.7118], [-3.0841, -0.9257, -6.8800], [-2.2465, -3.7054, -6.2838], [-0.5970, -3.3776, -8.0145], [-1.6523, -0.6616, -8.3671], [-0.2400, -1.3834, -9.1415], [1.2719, -0.3249, -7.7338], [-0.0385, 0.8558, -7.5546], [-0.0078, -0.7092, 0.7398], [-0.3113, -2.4055, 1.2310], [-1.3533, -1.0878, 1.8637], [-0.7990, 1.7215, -2.8772], [-1.9261, -1.6381, -0.3584], [-1.0861, 0.6993, -1.4463], [-2.1517, -0.1296, -1.2626], [-1.5212, 3.3596, -2.6969], [-2.5438, 3.7532, -3.5886], [-3.0648, 5.0400, -3.4979], [-2.5877, 5.9264, -2.5230], [-1.5880, 5.5191, -1.6281], [-1.0622, 4.2321, -1.7092], [1.0094, 1.8989, -2.8691], [1.8079, 0.8314, -2.4186], [3.1893, 0.9711, -2.3593], [3.8022, 2.1335, -2.8352], [3.0175, 3.1665, -3.3608], [1.6271, 3.0549, -3.3834], [-3.4975, -2.2249, 0.2889], [-4.5006, -1.2961, 0.6106], [-5.6849, -1.7415, 1.2043], [-5.8641, -3.0967, 1.4870], [-4.8600, -4.0221, 1.1809], [-3.6709, -3.5884, 0.5854], [-1.2873, -2.8871, -1.4993], [0.0964, -3.1073, -1.5992], [0.5766, -4.0540, -2.5034], [-0.3052, -4.7505, -3.3333], [-1.6774, -4.4944, -3.2661], [-2.1700, -3.5586, -2.3603], [-0.2986, 0.7893, -0.6827], [-3.1327, 0.0659, -1.7165], [-2.8968, 3.0484, -4.3424], [-3.8472, 5.3450, -4.1940], [-3.0001, 6.9330, -2.4570], [-1.2143, 6.1984, -0.8633], [-0.3042, 3.8935, -0.9965], [1.3492, -0.0984, -2.0842], [3.7861, 0.1751, -1.9221], [4.8875, 2.2231, -2.7888], [3.4990, 4.0686, -3.7404], [1.0137, 3.8651, -3.7813], [-4.3441, -0.2385, 0.3942], [-6.4662, -1.0192, 1.4470], [-6.7922, -3.4388, 1.9515], [-4.9960, -5.0790, 1.4013], [-2.8794, -4.3038, 0.3517], [0.7882, -2.5590, -0.9549], [1.6493, -4.2448, -2.5624], [0.0741, -5.4976, -4.0319], [-2.3714, -5.0286, -3.9176], [-3.2468, -3.3678, -2.3061], [4.0924, -0.0884, 0.4860], [2.9023, -0.0585, 1.3128], [2.4869, -1.2813, 1.9489], [1.6503, 0.6786, 0.5545], [1.3402, 1.9197, 1.0143], [0.4546, 2.6674, 0.5440], [2.1703, 2.2573, 2.2000], [2.0802, 3.3814, 3.0275], [2.8871, 3.4457, 4.1678], [3.7716, 2.3924, 4.4772], [3.8632, 1.2730, 3.6343], [3.0481, 1.2389, 2.5073], [1.3785, 4.1694, 2.7588], [2.8323, 4.3125, 4.8267], [4.3870, 2.4440, 5.3763], [4.5350, 0.4399, 3.8330]],
  "mulliken_charge": [-0.10, -0.59, -0.64, 0.44, -1.17, -0.14, -0.69, -0.99, -0.70, -0.41, 0.38, 0.90, 0.39, -0.29, 0.47, 0.30, 0.69, 0.44, 0.25, 0.41, 0.38, 0.36, -0.44, 0.47, 0.55, 0.92, 2.24, 0.17, -0.45, 0.03, -0.36, -0.58, -0.50, -0.75, -0.10, 1.01, -0.71, -0.55, -0.76, -0.65, -0.77, 0.01, -0.55, -0.70, -0.42, -0.78, -0.38, 0.35, -0.31, -0.62, -0.80, -0.40, -0.48, -0.70, 0.63, 0.32, 0.39, 0.37, 0.44, 0.36, 0.41, 0.46, 0.38, 0.38, 0.42, 0.44, 0.39, 0.38, 0.40, 0.42, 0.27, 0.45, 0.40, 0.42, 0.42, -0.69, 1.13, -0.71, -0.40, 0.63, -0.83, -0.16, -0.36, -0.55, -0.48, -0.65, 0.19, 0.47, 0.38, 0.37, 0.44]
}